1.
109
Properties=species:S:1:pos:R:3:forces:R:3:mulliken_charge:R:1 method="wB97M-V/def2-TZVPD" multiplicity=1 e_tot_ha=-7257.110987 homo_energy_ev=-5.68 total_charge=-1
C -0.4892 2.9348 -2.3460 -0.53 0.27 -0.06 -1.619
C -1.5544 2.0448 -1.7280 1.78 -0.28 0.24 0.704
C -0.8899 0.7427 -1.2345 -0.95 -0.01 -0.08 -0.432
O -0.4979 0.8807 0.1224 0.33 -0.31 0.24 -0.201
C 0.4359 -0.0450 0.4929 -0.12 -1.52 1.16 -0.291
O 0.1369 -1.0046 1.1886 0.14 1.49 -0.94 -0.664
C 1.8545 0.2071 0.0304 -0.52 0.02 -0.35 1.370
S 2.8727 0.4121 1.4985 -0.16 -0.13 0.51 -0.329
C 4.3715 1.3097 0.9042 0.83 0.12 0.15 -0.324
O 4.4255 1.5504 -0.4396 0.42 -0.07 -0.17 -0.492
P 3.8050 3.1590 -0.8506 -1.58 1.38 1.76 0.522
C 2.9635 4.8292 -1.1713 0.44 -0.26 -0.25 -1.204
I 3.0523 2.0891 -3.1263 -0.04 -0.31 -0.99 -0.378
C 5.4938 3.6430 -1.5448 0.06 -0.54 0.13 -0.590
O 5.5156 4.8721 -2.2316 0.31 -0.17 -0.11 -0.429
C 5.4062 4.7826 -3.5989 -0.31 0.12 -0.35 -0.270
O 6.3005 5.7148 -4.1808 -0.09 0.12 0.26 -0.389
C 6.1757 5.7063 -5.5804 0.18 -0.20 -0.10 -0.637
C 7.3467 5.0112 -6.2780 -0.10 0.08 -0.33 -0.310
O 8.1063 5.8960 -7.0964 -0.03 -0.12 -0.11 -0.557
O 4.1269 3.6915 0.7757 0.83 -0.91 -0.70 -0.318
C 4.6707 2.6581 1.5870 -1.38 2.21 0.30 1.177
C 6.1464 3.0239 1.9163 -0.42 -0.64 -0.67 -1.675
P 7.5622 2.1896 1.1698 1.14 -0.10 1.30 1.043
O 8.4209 1.5907 2.2031 0.03 -0.31 0.18 -0.832
O 7.1563 1.1305 0.0550 -0.49 0.35 -0.06 -0.489
O 8.3903 3.3588 0.4247 -0.80 0.04 -0.46 -0.522
P 3.7825 2.9459 3.2346 -0.18 -1.08 0.53 -0.185
O 4.4251 4.4233 3.5659 -0.15 -0.04 -0.43 -0.467
Cl 1.8269 3.4361 2.7211 0.29 0.21 -0.12 -0.176
O -2.1027 2.6658 -0.5521 -1.15 0.18 -0.64 -0.294
C -3.1518 3.4911 -0.6758 -0.40 1.05 1.84 0.640
O -3.6657 3.9528 0.3389 0.67 -0.75 -1.28 -0.666
C -3.6892 3.8843 -2.0290 -0.05 -0.86 -0.17 -0.287
S -4.9688 2.6823 -2.5611 -0.31 0.14 -0.16 -0.218
H -0.8886 3.7199 -2.9827 -0.14 0.14 -0.03 0.353
H 0.1864 2.3487 -2.9522 0.16 -0.06 -0.08 0.253
H 0.0705 3.4162 -1.5519 0.29 -0.05 0.14 0.389
H -2.3060 1.7250 -2.4395 -0.35 0.28 -0.10 0.228
H -1.6288 -0.0533 -1.3167 0.00 -0.29 0.22 0.033
H -0.0511 0.4701 -1.8689 0.22 0.15 -0.16 0.449
H 1.8660 1.0746 -0.6168 0.22 0.15 0.03 -0.769
H 2.1800 -0.6511 -0.5448 0.14 -0.21 -0.08 0.388
H 5.1610 0.6304 1.2173 0.17 -0.23 -0.22 0.720
H 2.5399 2.6758 -0.3853 0.18 -0.03 -0.41 -0.161
H 1.9662 4.7662 -0.7511 -0.17 -0.11 0.17 0.373
H 2.8733 5.0946 -2.2187 0.06 0.06 -0.15 0.280
H 3.5152 5.6022 -0.6466 0.09 0.18 0.02 0.422
H 6.1733 3.7548 -0.7087 -0.05 0.12 0.28 0.014
H 5.8780 2.8166 -2.1399 0.00 -0.02 -0.29 0.523
H 4.3851 5.0272 -3.9083 -0.14 0.13 -0.12 0.220
H 5.6236 3.7825 -3.9859 0.12 -0.24 0.21 0.331
H 6.1023 6.7344 -5.9310 0.10 0.24 -0.05 0.583
H 5.2552 5.2197 -5.8986 -0.27 -0.05 0.13 0.269
H 6.9561 4.2476 -6.9435 0.08 -0.15 -0.18 0.274
H 7.9945 4.5206 -5.5554 0.00 0.00 0.31 0.269
H 8.0979 6.7504 -6.6643 0.15 0.22 0.09 0.319
H 6.2405 4.0833 1.7126 0.01 0.21 -0.12 0.651
H 6.3158 2.9181 2.9827 0.35 -0.26 0.16 0.571
H 7.8358 1.0150 -0.6091 0.12 -0.13 -0.30 0.357
H 9.2294 2.9903 0.1399 0.42 0.12 0.05 0.330
H 4.0465 4.6797 4.4084 0.07 0.28 0.30 0.344
H -2.9350 3.9933 -2.7944 0.19 -0.11 -0.07 0.246
H -4.2267 4.8137 -1.9337 -0.08 0.23 0.22 0.406
H -4.4660 1.5327 -2.0937 0.23 0.10 0.07 0.119
C -5.5058 1.4732 3.3450 0.18 -0.25 -0.23 0.099
C -5.8442 2.4656 2.2566 0.11 0.34 0.19 0.003
O -7.1171 2.0164 1.7558 0.05 -0.35 0.13 -0.288
S -7.9633 1.3648 2.9425 0.45 0.17 -0.09 1.101
O -8.8669 2.3271 3.4607 -0.22 -0.03 0.13 -0.562
O -8.4064 0.0851 2.5272 -0.21 -0.08 -0.08 -0.514
O -6.7613 1.1979 3.9871 -0.08 0.23 -0.05 -0.332
H -5.1201 0.5401 2.9296 0.01 0.02 -0.01 -0.093
H -4.7963 1.8695 4.0650 -0.15 0.01 0.16 0.327
H -5.1067 2.4850 1.4618 -0.15 -0.01 -0.17 0.010
H -5.9684 3.4723 2.6583 0.04 0.00 -0.01 0.260
C -4.1968 -2.7851 1.4146 -0.11 -0.41 0.18 0.205
C -2.7478 -3.2017 1.5269 0.28 0.66 0.10 -0.134
O -2.4992 -3.9380 0.3137 -0.33 -0.13 -0.05 -0.299
S -3.3710 -3.3195 -0.8735 -0.02 0.09 0.55 1.045
O -2.5712 -2.4273 -1.6333 -0.03 0.07 -0.26 -0.516
O -4.0837 -4.3763 -1.4948 0.05 -0.14 -0.22 -0.596
O -4.3714 -2.4565 0.0216 0.36 0.08 -0.05 -0.277
H -4.8659 -3.6039 1.6616 -0.06 0.03 0.00 0.110
H -4.4340 -1.9262 2.0349 -0.05 0.13 -0.19 0.040
H -2.5619 -3.8276 2.3945 0.02 -0.23 -0.16 0.334
H -2.0749 -2.3408 1.5474 0.03 -0.03 0.01 0.105
C -7.0866 -7.3395 2.2158 0.15 0.12 -0.39 -0.362
C -5.7721 -7.6892 2.8762 -0.04 -0.30 0.09 -0.176
O -5.2922 -6.4274 3.3800 -0.13 0.11 -0.20 -0.293
S -6.5255 -5.5098 3.8105 0.08 -0.43 -0.27 1.088
O -6.7307 -5.6108 5.2082 -0.11 0.17 0.14 -0.578
O -6.3603 -4.2545 3.1707 -0.04 0.22 0.20 -0.475
O -7.6726 -6.3397 3.0699 0.15 -0.12 0.23 -0.339
H -6.9326 -6.8972 1.2298 0.01 -0.02 0.00 0.321
H -7.7530 -8.1927 2.1314 -0.15 0.09 0.16 0.323
H -5.0502 -8.1221 2.1825 -0.22 0.48 0.35 0.372
H -5.9154 -8.3633 3.7238 -0.01 0.00 -0.03 0.193
C -0.6017 -10.2126 1.5104 0.26 -0.23 -0.22 -0.310
C -0.9470 -9.2551 0.3900 0.02 0.41 0.25 -0.264
O -2.1666 -9.7825 -0.1566 0.07 -0.32 0.07 -0.317
S -3.0261 -10.4622 1.0015 0.44 0.29 -0.04 0.987
O -3.9979 -9.5306 1.4628 0.09 -0.48 -0.12 -0.481
O -3.3918 -11.7645 0.5924 -0.24 -0.12 -0.08 -0.556
O -1.8695 -10.5446 2.0997 -0.09 0.23 -0.07 -0.306
H -0.1482 -11.1298 1.1308 0.00 0.01 -0.01 0.272
H 0.0497 -9.7663 2.2558 -0.17 0.01 0.16 0.318
H -0.1818 -9.2098 -0.3783 -0.15 -0.11 -0.16 0.316
H -1.1450 -8.2499 0.7665 0.03 0.00 0.00 0.244


2.
84
Properties=species:S:1:pos:R:3:forces:R:3:mulliken_charge:R:1 method="wB97M-V/def2-TZVPD" multiplicity=1 e_tot_ha=-2044.978976 homo_energy_ev=-9.02 smiles="CCCC[C@@H](OCCC(=O)F)[C@@H](OCCC)O[C@H](O)N(C(=O)F)C(=O)F.COC[C@@H](C)N.COC[C@@H](C)N" total_charge=0
C 0.4765 -7.7948 1.6928 -0.02 -0.04 0.28 -1.139
C 0.6959 -6.7028 2.7425 0.00 -0.06 -0.05 -0.537
C 0.0196 -5.3665 2.4165 0.10 -0.02 -0.05 -0.362
C 0.1339 -4.9650 0.9419 -0.02 -0.13 0.17 -1.082
C -0.0770 -3.4737 0.6968 -0.06 -0.04 -0.24 0.510
O -1.1233 -2.9349 1.4897 0.06 -0.25 0.09 -0.452
C -2.4193 -3.1165 0.9578 -0.18 0.14 -0.08 -0.602
C -2.8578 -1.8623 0.1955 0.04 -0.04 0.20 -0.044
C -2.4387 -1.8912 -1.2428 -0.05 0.17 0.25 0.541
O -2.4897 -2.8012 -1.9900 0.09 -0.27 -0.26 -0.558
F -1.9761 -0.6898 -1.6768 -0.02 0.02 0.05 -0.276
C 1.1545 -2.6424 1.0460 -0.05 -0.15 0.05 -0.821
O 2.3353 -3.0519 0.4453 0.02 -0.10 0.04 -0.342
C 2.3770 -3.0149 -0.9789 0.03 0.04 -0.33 -0.362
C 3.6436 -3.7176 -1.4571 -0.03 -0.17 0.35 -0.586
C 4.8264 -3.5538 -0.5030 0.04 0.06 -0.07 -1.085
O 0.8142 -1.3133 0.6914 -0.08 0.06 0.02 -0.179
C 1.7204 -0.3135 1.0247 -0.05 -0.02 -0.47 -0.476
O 2.2486 -0.3939 2.2925 0.01 -0.11 0.09 -0.556
N 0.9203 0.9158 0.7791 -0.10 0.11 0.68 0.409
C -0.3882 0.9360 1.3383 0.08 -0.04 -0.07 0.488
O -1.3320 1.4435 0.8551 0.06 -0.01 0.13 -0.444
F -0.4522 0.3046 2.5272 -0.02 0.01 -0.16 -0.245
C 1.6054 2.1121 1.0194 -0.01 -0.33 -0.25 0.514
O 1.3895 2.9177 1.8509 -0.27 0.35 0.04 -0.470
F 2.6002 2.2373 0.1424 0.30 -0.06 -0.03 -0.212
H 1.0834 -7.6249 0.8029 -0.13 0.00 -0.06 0.263
H 0.7562 -8.7671 2.1023 0.04 0.01 -0.07 0.397
H -0.5767 -7.8599 1.4080 0.05 0.02 -0.08 0.271
H 1.7706 -6.5475 2.8797 -0.02 0.00 -0.04 0.281
H 0.3120 -7.0598 3.7018 0.06 0.06 0.02 0.395
H 0.4593 -4.5819 3.0381 -0.07 -0.06 0.08 0.191
H -1.0354 -5.4270 2.6969 0.01 0.09 -0.05 0.321
H -0.6013 -5.5247 0.3577 0.05 0.01 -0.03 0.498
H 1.1156 -5.2528 0.5537 -0.02 0.11 -0.03 0.351
H -0.3091 -3.3281 -0.3649 0.03 0.12 0.05 0.469
H -3.0984 -3.2810 1.7946 0.07 0.04 0.05 0.488
H -2.4724 -3.9953 0.3080 0.01 0.02 0.02 0.274
H -3.9487 -1.7782 0.2097 0.03 0.04 -0.15 0.533
H -2.4507 -0.9850 0.6964 -0.08 0.01 -0.06 -0.134
H 1.3320 -2.7260 2.1207 0.07 0.12 -0.02 0.550
H 1.5030 -3.5173 -1.4032 0.01 0.08 -0.01 0.203
H 2.3639 -1.9789 -1.3372 -0.03 0.02 0.16 0.445
H 3.8985 -3.3264 -2.4434 -0.08 -0.08 -0.03 0.375
H 3.4219 -4.7831 -1.5600 0.10 0.02 -0.13 0.301
H 4.9340 -2.5185 -0.1729 0.05 -0.02 -0.03 0.247
H 5.7542 -3.8586 -0.9885 -0.02 0.02 -0.01 0.419
H 4.6992 -4.1711 0.3851 -0.03 0.08 0.02 0.217
H 2.5698 -0.2795 0.3416 0.04 0.01 0.05 0.595
H 1.5420 -0.5477 2.9346 -0.06 0.13 -0.02 0.446
C -6.3176 3.2972 -3.6323 0.04 -0.01 -0.06 -0.653
O -5.0731 2.6612 -3.4240 -0.06 0.00 0.00 -0.416
C -4.5422 2.7685 -2.1176 0.12 0.00 0.04 -0.657
C -5.0867 1.7407 -1.1194 -0.13 -0.03 0.03 0.730
C -6.5015 2.0356 -0.6326 -0.01 0.01 0.04 -1.646
N -5.0344 0.3718 -1.6430 0.17 0.03 -0.04 -0.617
H -6.3950 4.2188 -3.0465 -0.02 0.00 0.01 0.302
H -7.1595 2.6463 -3.3829 -0.01 0.03 0.04 0.225
H -6.3810 3.5485 -4.6904 0.01 0.00 0.00 0.264
H -3.4678 2.6012 -2.2262 -0.01 -0.02 -0.03 0.245
H -4.6802 3.7895 -1.7368 -0.04 -0.02 0.03 0.491
H -4.4224 1.7811 -0.2497 0.04 0.03 -0.03 0.247
H -7.2458 1.7748 -1.3856 0.02 0.01 -0.02 0.300
H -6.7211 1.4456 0.2569 0.00 -0.03 -0.02 0.396
H -6.6233 3.0907 -0.3807 0.00 0.00 0.00 0.354
H -4.0690 0.1533 -1.8683 0.00 0.03 -0.02 0.115
H -5.5085 0.3639 -2.5425 -0.07 -0.03 0.05 0.314
C 4.3910 7.7528 1.3308 0.04 -0.03 0.05 -0.656
O 4.2833 6.3446 1.3268 0.01 0.06 -0.04 -0.453
C 3.0885 5.8242 0.7735 -0.04 -0.09 0.02 -0.269
C 3.0868 5.7096 -0.7552 0.07 0.08 -0.05 0.496
C 2.9060 7.0384 -1.4813 -0.05 0.01 -0.03 -1.544
N 4.2855 5.0439 -1.2705 -0.01 -0.06 0.10 -0.712
H 3.4174 8.2247 1.4986 0.00 0.01 -0.01 0.304
H 4.8150 8.1367 0.3991 -0.04 0.02 -0.01 0.229
H 5.0577 8.0263 2.1481 0.00 -0.01 0.00 0.281
H 2.9885 4.8210 1.1883 0.04 0.02 0.05 -0.037
H 2.2254 6.4081 1.1216 0.01 0.03 -0.04 0.436
H 2.2300 5.0762 -1.0094 -0.02 -0.01 0.04 0.319
H 3.8261 7.6236 -1.4775 0.00 -0.01 0.03 0.292
H 2.6401 6.8615 -2.5231 0.03 -0.01 0.00 0.368
H 2.1164 7.6373 -1.0233 0.01 0.00 0.00 0.344
H 4.3436 4.1068 -0.8842 -0.03 -0.01 -0.05 0.265
H 5.0978 5.5293 -0.8996 0.00 0.02 -0.05 0.318


3.
78
Properties=species:S:1:pos:R:3:forces:R:3:mulliken_charge:R:1 method="wB97M-V/def2-TZVPD" multiplicity=1 e_tot_ha=-2211.914729 homo_energy_ev="-1.89 / -1.89" total_charge=-1
Ti 0.4626 -0.4090 -0.0354 0.38 0.21 -0.43 -0.760
C -0.0249 0.9929 4.6647 0.00 0.02 0.00 -1.208
N -0.9448 -0.0627 4.2442 0.01 0.04 -0.07 0.023
C -2.3348 0.2672 4.5586 0.00 -0.02 0.01 -0.639
C -3.1109 -0.6202 3.6144 -0.02 0.03 -0.03 -0.653
N -2.1996 -0.7215 2.4992 -0.04 -0.01 -0.01 0.445
C -2.5882 -1.6037 1.4257 0.08 -0.03 -0.08 -0.136
C -0.9059 -0.5412 2.9208 -0.05 0.01 0.01 0.011
N 0.1337 -0.7957 2.2047 -0.06 0.01 0.25 -0.118
C 1.4508 -0.7687 2.8683 0.13 -0.06 -0.17 -0.783
C 2.4980 -1.3249 1.9084 -0.06 0.06 -0.05 -1.110
N 2.1849 -0.7466 0.6474 0.06 -0.35 0.28 1.615
C 3.1131 -0.3209 -0.3695 -0.15 0.09 0.01 -1.766
N 2.1214 0.4699 -1.2757 -0.14 -0.01 -0.04 1.320
C 2.3504 1.9075 -1.1219 -0.08 -0.07 0.06 -1.282
C 2.3740 0.0397 -2.6701 -0.01 -0.10 0.07 0.038
C 3.6568 -0.7738 -2.5700 -0.05 -0.03 0.01 -1.099
N 3.4759 -1.4367 -1.2989 -0.03 -0.02 -0.10 0.946
C 4.6674 -2.1204 -0.8622 0.01 0.01 0.01 -1.341
H -0.4545 1.4649 5.5479 0.00 0.00 0.00 0.440
H 0.0976 1.7539 3.8873 -0.01 0.00 0.00 0.347
H 0.9506 0.6041 4.9384 -0.02 -0.01 0.00 0.364
H -2.5346 1.3228 4.3349 0.02 0.00 -0.01 0.316
H -2.5526 0.0823 5.6109 0.01 0.00 0.00 0.357
H -4.0636 -0.1860 3.3070 0.00 0.00 0.00 0.378
H -3.3072 -1.6106 4.0517 0.01 -0.01 0.01 0.300
H -3.5068 -1.2241 0.9746 -0.01 -0.02 0.02 0.307
H -2.7670 -2.6198 1.8042 0.00 0.00 0.00 0.410
H -1.8277 -1.6421 0.6444 0.01 0.05 0.04 -0.717
H 1.4228 -1.3275 3.8118 -0.06 0.02 0.02 0.497
H 1.7538 0.2607 3.0679 -0.01 0.00 -0.01 0.316
H 2.4558 -2.4265 1.8842 0.02 -0.01 0.08 0.223
H 3.4974 -1.0382 2.2709 0.04 0.03 -0.10 0.418
H 2.2835 2.1595 -0.0646 -0.01 0.02 -0.01 0.109
H 1.5877 2.4695 -1.6700 0.02 -0.02 0.03 0.239
H 3.3545 2.1640 -1.4764 0.01 0.03 0.00 0.444
H 2.4505 0.9048 -3.3332 0.00 -0.03 0.03 0.386
H 1.5574 -0.5969 -3.0135 0.08 0.06 0.01 -0.682
H 4.5429 -0.1107 -2.5605 0.00 0.01 0.00 0.418
H 3.7673 -1.4892 -3.3907 0.00 -0.02 0.01 0.418
H 4.9182 -2.9199 -1.5667 0.01 -0.01 -0.01 0.303
H 4.5005 -2.5746 0.1159 -0.01 0.01 0.00 0.206
H 5.5245 -1.4288 -0.7683 0.00 -0.01 0.00 0.442
C 0.4232 -3.1052 -2.7878 0.01 -0.01 -0.07 -1.478
C -0.4721 -2.9439 -1.5551 0.04 -0.07 0.04 1.714
C -0.0601 -3.9986 -0.5161 0.00 -0.03 -0.01 -1.534
C -1.9382 -3.1687 -1.9590 0.03 -0.01 0.00 -1.464
N -0.3080 -1.6352 -0.9895 0.03 0.22 0.02 -0.253
H 0.3496 -4.1193 -3.1943 0.00 -0.01 -0.02 0.513
H 1.4616 -2.9044 -2.5129 -0.01 0.01 0.02 0.164
H 0.1246 -2.4009 -3.5695 0.01 -0.02 0.04 0.118
H -0.1804 -5.0176 -0.9018 -0.01 0.01 0.00 0.472
H -0.6659 -3.8923 0.3871 0.00 0.00 0.01 0.195
H 0.9851 -3.8402 -0.2436 0.00 0.01 0.00 0.198
H -2.0830 -4.1546 -2.4137 0.01 0.00 0.01 0.414
H -2.2475 -2.4043 -2.6745 0.01 0.00 0.00 0.154
H -2.5904 -3.0933 -1.0860 0.00 0.00 0.01 0.247
C -3.2761 3.7353 -0.4643 -0.01 0.01 0.00 -1.588
C -1.8029 3.8771 -0.0588 -0.02 -0.03 -0.05 1.958
C -1.7083 4.6321 1.2729 -0.01 0.02 0.00 -1.625
C -1.0523 4.6578 -1.1473 0.00 -0.01 0.00 -1.642
C -1.1957 2.5438 0.0740 0.05 0.03 0.07 -0.113
C -0.6491 1.4560 0.1392 -0.11 0.00 0.03 -0.086
H -3.7371 4.7210 -0.5822 0.00 0.00 0.00 0.399
H -3.8292 3.1788 0.2945 0.00 0.00 0.00 0.330
H -3.3560 3.1927 -1.4067 0.00 0.00 0.00 0.340
H -2.1519 5.6285 1.1797 0.00 0.00 0.01 0.407
H -0.6659 4.7396 1.5762 0.00 0.00 0.00 0.348
H -2.2356 4.0880 2.0588 0.00 0.00 0.00 0.272
H -1.4954 5.6498 -1.2800 0.00 0.00 0.00 0.434
H -1.0950 4.1179 -2.0942 0.00 0.00 0.00 0.259
H -0.0025 4.7760 -0.8744 0.00 0.00 0.00 0.328
C -0.8512 0.2520 -4.3962 -0.03 -0.02 0.00 -0.462
O -0.6545 1.2256 -3.3973 0.12 0.01 0.03 -0.523
H 0.0897 -0.2005 -4.7315 0.00 0.01 0.01 0.205
H -1.3133 0.7500 -5.2502 0.00 0.00 0.01 0.315
H -1.5157 -0.5500 -4.0606 0.00 -0.01 0.01 0.055
H -0.3313 0.7837 -2.5955 -0.20 0.06 0.01 0.189


What is the multiplicity in the second record?
1


Look up the multiplicity of the first one.
1